Entry 1:
Molecular formula: C12H17N
Method: DFT, the ωB97M-V functional and the def2-TZVPD basis

Geometry (Å):
C (1.133, 1.062, 2.081)
C (1.581, 0.430, 0.797)
C (2.331, -0.683, 0.585)
N (2.326, -0.994, -0.762)
C (1.659, -0.006, -1.436)
C (1.440, 0.145, -2.802)
C (0.692, 1.230, -3.223)
C (0.003, 2.008, -2.275)
C (0.207, 1.846, -0.927)
C (1.176, 0.929, -0.491)
H (0.554, 1.963, 1.881)
H (1.949, 1.385, 2.729)
H (0.534, 0.377, 2.677)
H (2.759, -1.291, 1.362)
H (2.654, -1.852, -1.166)
H (1.823, -0.506, -3.578)
H (0.700, 1.449, -4.280)
H (-0.805, 2.657, -2.585)
H (-0.451, 2.327, -0.211)
C (-2.225, -0.524, 2.208)
C (-1.593, -0.798, 0.850)
C (-2.137, -2.001, 0.062)
H (-1.739, -1.075, 3.013)
H (-3.275, -0.805, 2.254)
H (-2.201, 0.546, 2.419)
H (-1.701, 0.060, 0.188)
H (-0.528, -0.943, 0.966)
H (-1.715, -2.953, 0.397)
H (-3.201, -2.132, 0.266)
H (-1.950, -1.854, -0.999)

Properties
energy above the lowest of the compared OMol25 structures with the same formula, charge and spin	13.57	kcal per mole
orbital gap	8.7	eV
SMILES	Cc1c[nH]c2ccccc12.CCC



Entry 2:
Molecular formula: C18H54BBeF4O9S9
Method: DFT, the ωB97M-V functional and the def2-TZVPD basis

Geometry (Å):
Be (-27.923, -17.256, 16.942)
B (-28.290, -19.611, 15.319)
F (-28.132, -19.782, 16.678)
F (-27.448, -18.650, 14.954)
F (-28.061, -20.775, 14.661)
F (-29.527, -19.207, 15.070)
C (-31.279, -16.271, 13.126)
S (-29.581, -15.872, 13.693)
O (-29.438, -16.482, 15.135)
C (-28.702, -17.059, 12.482)
H (-31.518, -17.307, 13.369)
H (-31.402, -16.251, 12.043)
H (-32.086, -15.693, 13.575)
H (-28.813, -16.682, 11.465)
H (-29.067, -18.085, 12.536)
H (-27.680, -17.099, 12.859)
C (-28.830, -13.290, 16.776)
S (-29.936, -14.365, 17.833)
O (-29.040, -15.475, 18.387)
C (-30.386, -13.221, 19.170)
H (-28.378, -13.930, 16.018)
H (-27.983, -12.925, 17.357)
H (-29.409, -12.474, 16.345)
H (-29.611, -13.187, 19.936)
H (-31.178, -13.673, 19.767)
H (-30.563, -12.209, 18.808)
C (-32.221, -19.149, 16.273)
S (-31.754, -18.293, 17.882)
O (-30.310, -17.824, 17.762)
C (-32.870, -16.827, 17.649)
H (-33.250, -19.402, 16.019)
H (-31.642, -20.050, 16.066)
H (-31.984, -18.447, 15.473)
H (-32.550, -15.981, 18.258)
H (-33.914, -17.092, 17.814)
H (-32.734, -16.530, 16.609)
C (-30.091, -22.583, 17.507)
S (-31.363, -23.493, 16.557)
O (-32.439, -22.452, 16.218)
C (-30.250, -23.664, 15.076)
H (-29.103, -23.026, 17.636)
H (-30.611, -22.514, 18.462)
H (-30.000, -21.540, 17.204)
H (-29.866, -22.660, 14.893)
H (-30.764, -24.074, 14.207)
H (-29.502, -24.436, 15.257)
C (-30.977, -16.447, 23.762)
S (-30.901, -15.783, 22.030)
O (-29.725, -14.741, 22.047)
C (-30.262, -17.380, 21.300)
H (-30.848, -15.629, 24.470)
H (-30.168, -17.141, 23.989)
H (-31.885, -16.979, 24.046)
H (-30.225, -17.475, 20.215)
H (-30.777, -18.241, 21.726)
H (-29.254, -17.526, 21.691)
C (-27.498, -20.570, 20.121)
S (-27.217, -18.821, 20.503)
O (-27.373, -18.160, 19.130)
C (-25.362, -18.858, 20.798)
H (-28.503, -20.955, 20.300)
H (-26.855, -21.132, 20.799)
H (-27.202, -20.786, 19.095)
H (-24.932, -19.498, 20.029)
H (-25.109, -19.469, 21.664)
H (-24.878, -17.897, 20.972)
C (-26.002, -13.282, 19.326)
S (-26.011, -15.150, 19.161)
O (-26.530, -15.384, 17.759)
C (-24.206, -15.419, 19.144)
H (-25.358, -12.863, 18.553)
H (-25.694, -12.808, 20.258)
H (-27.003, -12.898, 19.132)
H (-23.851, -15.334, 18.117)
H (-24.052, -16.438, 19.498)
H (-23.702, -14.634, 19.708)
C (-25.080, -15.669, 13.148)
S (-26.203, -14.929, 14.329)
O (-26.763, -16.091, 15.145)
C (-25.186, -13.722, 15.360)
H (-24.115, -15.861, 13.617)
H (-24.949, -15.132, 12.208)
H (-25.475, -16.630, 12.819)
H (-25.658, -13.159, 16.164)
H (-24.695, -13.047, 14.658)
H (-24.289, -14.224, 15.724)
C (-23.394, -18.115, 15.631)
S (-24.272, -18.757, 17.135)
O (-25.565, -17.884, 17.183)
C (-24.906, -20.243, 16.242)
H (-24.143, -17.792, 14.908)
H (-22.817, -18.930, 15.193)
H (-22.686, -17.322, 15.870)
H (-25.592, -20.606, 17.008)
H (-24.098, -20.971, 16.166)
H (-25.442, -19.928, 15.347)

Properties
energy above the lowest of the compared OMol25 structures with the same formula, charge and spin	0.00	kcal per mole
total charge	+1
orbital gap	8.1	eV



Entry 3:
Molecular formula: C42H40BrN6O7W
Method: DFT, the ωB97M-V functional and the def2-TZVPD basis

Geometry (Å):
W (0.171, 0.061, 0.198)
O (3.030, 1.712, -2.971)
C (3.259, 0.508, -3.530)
C (3.892, 0.535, -4.776)
C (4.162, -0.629, -5.465)
C (3.802, -1.857, -4.926)
C (3.209, -1.896, -3.679)
C (2.931, -0.734, -2.958)
C (2.345, -0.928, -1.571)
O (0.976, -0.735, -1.443)
N (2.958, 0.007, -0.615)
N (2.240, -0.168, 0.576)
C (1.926, 0.928, 1.295)
C (0.919, 0.605, 2.236)
Br (-2.017, -0.383, 1.700)
C (0.966, 0.816, 3.554)
C (-0.017, 0.590, 4.617)
C (-1.347, 0.998, 4.546)
C (-2.200, 0.769, 5.615)
C (-1.741, 0.138, 6.762)
C (-0.417, -0.278, 6.840)
C (0.441, -0.033, 5.785)
H (2.460, 1.644, -2.190)
H (4.159, 1.503, -5.179)
H (4.662, -0.582, -6.424)
H (4.001, -2.776, -5.460)
H (2.954, -2.851, -3.234)
H (2.578, -1.964, -1.267)
H (3.958, -0.119, -0.505)
H (2.518, 1.839, 1.230)
H (1.942, 1.101, 3.947)
H (-1.709, 1.519, 3.670)
H (-3.230, 1.094, 5.552)
H (-2.402, -0.007, 7.606)
H (-0.060, -0.781, 7.729)
H (1.478, -0.343, 5.848)
C (-5.598, -1.133, -3.707)
O (-4.518, -1.347, -4.624)
C (-3.841, -2.532, -4.501)
C (-4.084, -3.588, -5.357)
C (-3.313, -4.739, -5.277)
C (-2.280, -4.816, -4.356)
C (-2.021, -3.757, -3.499)
C (-2.821, -2.620, -3.546)
N (-2.626, -1.457, -2.766)
C (-1.901, -1.289, -1.638)
N (-1.859, -2.396, -0.831)
C (-0.958, -2.870, 0.084)
C (0.071, -2.085, 0.660)
C (0.896, -2.732, 1.568)
C (0.703, -4.069, 1.902)
C (-0.333, -4.827, 1.348)
C (-1.166, -4.245, 0.430)
O (-2.164, -4.865, -0.228)
C (-2.831, -5.959, 0.406)
N (-1.438, -0.107, -1.300)
C (-1.435, 0.854, -2.384)
C (-0.583, 0.631, -3.474)
C (-0.475, 1.538, -4.505)
C (-1.250, 2.693, -4.485)
C (-2.129, 2.903, -3.445)
C (-2.248, 1.993, -2.391)
O (-3.140, 2.342, -1.430)
C (-4.027, 1.355, -0.905)
H (-6.548, -1.234, -4.231)
H (-5.517, -0.118, -3.318)
H (-5.570, -1.846, -2.881)
H (-4.867, -3.493, -6.097)
H (-3.505, -5.563, -5.949)
H (-1.649, -5.693, -4.320)
H (-1.167, -3.808, -2.839)
H (-2.928, -0.614, -3.238)
H (-2.507, -3.133, -1.097)
H (1.710, -2.187, 2.022)
H (1.375, -4.545, 2.605)
H (-0.464, -5.861, 1.635)
H (-3.389, -5.610, 1.276)
H (-2.140, -6.748, 0.701)
H (-3.518, -6.351, -0.339)
H (0.029, -0.260, -3.474)
H (0.210, 1.343, -5.320)
H (-1.182, 3.410, -5.292)
H (-2.768, 3.776, -3.420)
H (-4.965, 1.870, -0.705)
H (-3.645, 0.936, 0.023)
H (-4.199, 0.554, -1.629)
O (0.962, 1.850, -1.052)
C (0.153, 2.643, -0.505)
C (0.003, 4.118, -0.701)
C (-1.058, 4.464, 0.347)
C (-1.442, 3.134, 0.987)
O (-2.262, 2.955, 1.842)
N (-0.631, 2.127, 0.424)
H (-0.307, 4.329, -1.723)
H (0.964, 4.610, -0.544)
H (-1.951, 4.918, -0.078)
H (-0.685, 5.126, 1.128)

Properties
energy above the lowest of the compared OMol25 structures with the same formula, charge and spin	65.35	kcal per mole
total charge	+1
orbital gap (spin up / spin down)	7.5 / 4.5	eV
multiplicity	3



Entry 4:
Molecular formula: C39H39F3N5O3
Method: DFT, the ωB97M-V functional and the def2-TZVPD basis

Geometry (Å):
O (0.190, 2.486, 1.665)
C (-0.946, 2.104, 1.825)
C (-1.229, 0.914, 2.709)
C (-2.017, -0.195, 2.007)
C (-1.201, -0.998, 0.977)
O (0.080, -0.470, 0.691)
C (1.117, -0.741, 1.535)
O (0.910, -1.142, 2.647)
C (2.429, -0.477, 0.910)
C (2.975, -1.384, 0.010)
C (4.197, -1.109, -0.571)
C (4.859, 0.075, -0.275)
C (4.311, 0.978, 0.628)
C (3.089, 0.703, 1.226)
C (-1.894, -0.990, -0.405)
C (-1.206, -2.188, -1.092)
C (-1.172, -3.115, 0.060)
N (-1.184, -2.508, 1.189)
C (-1.232, -3.241, 2.471)
C (0.032, -4.049, 2.772)
C (0.176, -5.305, 1.973)
F (1.266, -5.365, 1.162)
C (-0.634, -6.351, 1.976)
F (-1.776, -6.382, 2.650)
F (-0.415, -7.473, 1.322)
N (-2.031, 2.748, 1.225)
C (-2.102, 2.702, -0.208)
C (-1.023, 3.099, -0.995)
C (-1.123, 3.003, -2.378)
C (-2.284, 2.532, -2.986)
C (-3.365, 2.168, -2.192)
C (-3.276, 2.253, -0.806)
H (-0.279, 0.583, 3.105)
H (-1.815, 1.261, 3.566)
H (-2.839, 0.258, 1.454)
H (-2.485, -0.845, 2.742)
H (2.462, -2.303, -0.243)
H (4.608, -1.813, -1.278)
H (5.804, 0.293, -0.753)
H (4.817, 1.903, 0.864)
H (2.652, 1.411, 1.917)
H (-1.627, -0.071, -0.919)
H (-2.959, -1.170, -0.299)
H (-0.226, -1.943, -1.495)
H (-1.836, -2.609, -1.874)
H (-1.195, -4.198, 0.033)
H (-1.424, -2.549, 3.281)
H (-2.090, -3.911, 2.426)
H (-0.002, -4.306, 3.832)
H (0.929, -3.461, 2.630)
H (-2.902, 2.396, 1.602)
H (-0.125, 3.454, -0.513)
H (-0.290, 3.310, -2.994)
H (-2.346, 2.470, -4.063)
H (-4.289, 1.829, -2.639)
H (-4.127, 1.973, -0.195)
N (-2.744, 4.664, 5.853)
C (-1.969, 4.382, 4.809)
C (-0.589, 4.274, 4.880)
C (0.027, 4.479, 6.105)
C (-0.765, 4.781, 7.201)
C (-2.139, 4.858, 7.023)
H (-2.483, 4.240, 3.862)
H (-0.013, 4.040, 3.994)
H (1.103, 4.406, 6.202)
H (-0.331, 4.952, 8.176)
H (-2.791, 5.089, 7.858)
N (4.233, -4.211, -1.847)
C (3.452, -5.056, -1.176)
C (3.867, -6.298, -0.722)
C (5.170, -6.690, -0.982)
C (5.996, -5.826, -1.681)
C (5.482, -4.604, -2.089)
H (2.436, -4.720, -0.993)
H (3.185, -6.938, -0.179)
H (5.535, -7.652, -0.647)
H (7.019, -6.090, -1.909)
H (6.101, -3.902, -2.637)
N (-3.127, 3.775, -6.402)
C (-2.793, 3.023, -7.449)
C (-1.955, 3.451, -8.467)
C (-1.434, 4.733, -8.396)
C (-1.773, 5.529, -7.313)
C (-2.619, 5.004, -6.348)
H (-3.223, 2.027, -7.473)
H (-1.719, 2.796, -9.293)
H (-0.777, 5.106, -9.171)
H (-1.393, 6.537, -7.217)
H (-2.907, 5.597, -5.486)

Properties
energy above the lowest of the compared OMol25 structures with the same formula, charge and spin	0.00	kcal per mole
total charge	+1
orbital gap	6.9	eV